Run one
Computed, not measured: a 2-piece molecular cluster, C4H13NO overall, with the ωB97M-V functional and the def2-TZVPD basis.

```
! wB97M-V def2-TZVPD RIJCOSX def2/J DEFGRID3
* xyz 0 1
C 1.721 0.094 2.212
C 0.472 -0.177 1.285
N 0.325 -0.280 -0.172
C -1.022 -0.881 -0.638
C -0.757 -1.106 -2.158
H 2.392 -0.774 1.943
H 1.590 0.105 3.254
H 2.118 0.990 2.015
H 0.005 -1.019 1.768
H -0.261 0.679 1.570
H 0.495 0.542 -0.614
H -1.003 -1.770 0.025
H -1.734 -0.013 -0.550
H -0.566 -0.257 -2.727
H 0.014 -1.823 -2.155
H -1.638 -1.511 -2.552
O -0.500 2.345 -0.480
H -1.327 1.951 -0.741
H -0.323 2.905 -1.284
*
```

The value obtained for the orbital gap is 8.61 eV. As for the SMILES: CCNCC.O.

***

Run two
Computed, not measured: a 2-piece molecular cluster, C4H13NO overall, with the ωB97M-V functional and the def2-TZVPD basis.

```
! wB97M-V def2-TZVPD RIJCOSX def2/J DEFGRID3
* xyz 0 1
C 2.080 -1.810 0.031
C 0.955 -0.792 0.032
N 1.341 0.542 0.571
C 0.222 1.462 0.382
C 0.586 2.899 0.809
H 1.892 -2.642 -0.668
H 2.273 -2.229 1.033
H 2.980 -1.267 -0.303
H 0.635 -0.795 -1.028
H 0.112 -1.176 0.639
H 1.401 0.399 1.587
H -0.207 1.468 -0.639
H -0.598 1.237 1.090
H 0.636 3.075 1.897
H -0.162 3.583 0.376
H 1.571 3.131 0.370
O -5.230 -2.233 -1.680
H -5.659 -1.797 -2.450
H -4.831 -3.053 -2.049
*
```

The value obtained for the orbital gap is 9.89 eV. As for the SMILES: CCNCC.O.

***

Winner for stability: run two

***

Run one
Computed, not measured: a 2-piece molecular cluster, C8H14O2P overall, with the ωB97M-V functional and the def2-TZVPD basis.

```
! wB97M-V def2-TZVPD RIJCOSX def2/J DEFGRID3
* xyz -1 1
C 0.332 -0.582 -0.711
C 0.877 0.624 -0.607
C -0.659 -0.831 0.417
C -1.143 0.452 1.116
C 0.540 -1.624 -1.718
C 1.929 1.316 -1.453
C 0.061 -1.742 1.372
C -2.376 1.045 0.541
O -0.085 2.963 0.409
O 2.007 1.059 2.431
P 0.272 1.639 0.807
H -1.543 -1.159 -0.003
H -1.301 0.272 2.194
H -0.317 -2.276 -1.544
H 1.344 -2.137 -1.241
H 0.662 -1.318 -2.714
H 1.661 2.414 -1.494
H 1.903 0.847 -2.443
H 2.971 1.263 -1.036
H 0.884 -1.264 1.729
H 0.386 -2.647 0.791
H -0.486 -1.957 2.276
H -2.054 1.351 -0.511
H -2.662 1.912 0.962
H -3.206 0.379 0.431
*
```

The value obtained for the orbital gap (spin up / spin down) is 6.97 / 6.53 eV.

***

Run two
Computed, not measured: C8H14O2P as an isolated structure, with the ωB97M-V functional and the def2-TZVPD basis.

```
! wB97M-V def2-TZVPD RIJCOSX def2/J DEFGRID3
* xyz -1 1
C 0.765 1.316 -0.361
C -0.201 1.510 -1.441
C 0.280 1.327 1.204
C -0.661 0.085 -1.990
C 0.384 -0.109 1.833
C -1.035 -0.853 -0.873
C -0.005 -1.706 -0.091
C 1.007 -1.055 0.842
O 2.396 -0.558 -1.621
O 3.488 0.556 1.170
P 1.819 0.058 -0.365
H -1.143 1.936 -1.033
H 0.244 2.163 -2.226
H 0.909 2.090 1.749
H -0.736 1.848 1.049
H -1.550 0.207 -2.649
H 0.082 -0.237 -2.565
H 1.145 -0.064 2.548
H -0.610 -0.501 2.184
H -1.587 -0.241 -0.156
H -1.610 -1.663 -1.358
H -0.689 -2.385 0.498
H 0.573 -2.332 -0.823
H 1.678 -1.891 1.133
H 3.384 1.507 1.381
*
```

The value obtained for the orbital gap is 6.73 eV.

***

Winner for stability: run two

***

Run one
Computed, not measured: a 2-piece molecular cluster, C3H4ClF overall, with the ωB97M-V functional and the def2-TZVPD basis.

```
! wB97M-V def2-TZVPD RIJCOSX def2/J DEFGRID3
* xyz 0 1
C 0.610 -0.598 0.403
C -0.568 0.249 0.504
C 0.190 0.311 -0.801
F -0.446 1.296 1.322
Cl -0.315 -0.534 -2.300
H 1.246 -0.171 1.040
H 0.712 -1.701 0.378
H -2.149 -0.079 0.470
H 0.720 1.228 -1.016
*
```

The value obtained for the orbital gap is 10.79 eV.

***

Run two
Computed, not measured: the molecule C3H4ClF, with the ωB97M-V functional and the def2-TZVPD basis.

```
! wB97M-V def2-TZVPD RIJCOSX def2/J DEFGRID3
* xyz 0 1
C 2.145 -0.697 0.040
C 0.886 0.064 -0.042
F 0.940 1.442 -0.004
C -0.263 -0.666 -0.036
Cl -1.922 -0.045 0.009
H 2.131 -1.789 -0.274
H 2.679 -0.452 0.974
H 2.824 -0.393 -0.726
H -0.023 -1.776 0.134
*
```

The value obtained for the orbital gap is 10.27 eV. As for the SMILES: C/C(F)=C/Cl.

***

Run three
Computed, not measured: a 2-piece molecular cluster, C3H4ClF overall, with the ωB97M-V functional and the def2-TZVPD basis.

```
! wB97M-V def2-TZVPD RIJCOSX def2/J DEFGRID3
* xyz 0 1
C 0.659 -0.159 -0.828
C 1.306 0.173 0.256
C -1.809 -0.633 0.603
F 1.059 1.338 0.841
Cl -2.688 0.343 -0.406
H 0.057 0.528 -1.420
H 1.012 -1.062 -1.281
H 2.112 -0.490 0.673
H -1.708 -0.038 1.562
*
```

The value obtained for the orbital gap is 8.20 eV.

***

Winner for stability: run two

***

Run one
Computed, not measured: a 2-piece molecular cluster, C5H12N2O overall, with the ωB97M-V functional and the def2-TZVPD basis.

```
! wB97M-V def2-TZVPD RIJCOSX def2/J DEFGRID3
* xyz 0 1
C -1.780 -0.434 -0.788
C -0.247 -0.397 2.890
C 0.116 2.054 -0.216
C 1.749 -0.784 -1.900
N -0.584 -0.702 -1.283
C 0.609 -0.027 -1.269
O -0.937 0.090 1.763
N 0.888 1.146 -0.740
H -0.476 -1.651 -1.629
H -2.061 0.548 -0.478
H -2.516 -1.213 -0.790
H -0.964 -0.931 3.518
H 0.569 -1.071 2.599
H 0.175 0.422 3.481
H -0.944 2.174 -0.424
H -0.360 0.752 1.282
H 0.624 2.931 0.163
H 1.880 -1.770 -1.449
H 1.593 -0.919 -2.974
H 2.664 -0.216 -1.757
*
```

The value obtained for the orbital gap (spin up / spin down) is 7.18 / 7.49 eV.

***

Run two
Computed, not measured: C5H12N2O as an isolated structure, with the ωB97M-V functional and the def2-TZVPD basis.

```
! wB97M-V def2-TZVPD RIJCOSX def2/J DEFGRID3
* xyz 0 1
C -0.178 1.892 0.161
C 0.480 0.531 0.030
C 0.493 -0.444 1.130
C -0.267 -0.731 -0.055
C -1.909 -0.543 0.093
H 0.126 2.389 1.603
H -1.381 1.807 0.542
H 0.091 2.733 -0.734
H 2.599 -0.056 -0.573
H 2.011 1.581 -0.883
H -0.182 -0.314 1.992
H 1.354 -1.879 0.506
H -2.261 -1.392 1.162
H -2.436 -1.156 -1.284
H -2.321 0.832 0.279
H 0.841 -0.921 -1.716
H -0.652 -1.944 -1.512
N 1.800 0.605 -0.859
N 0.228 -1.650 -1.109
O 1.565 -1.340 1.229
*
```

The value obtained for the orbital gap is 9.47 eV.

***

Run three
Computed, not measured: the molecule C5H12N2O, with the ωB97M-V functional and the def2-TZVPD basis.

```
! wB97M-V def2-TZVPD RIJCOSX def2/J DEFGRID3
* xyz 0 1
C -0.096 -0.892 -2.631
C -0.364 0.452 -1.961
C -0.920 0.310 -0.533
C -0.033 -0.489 0.419
N 0.968 0.328 1.090
C 1.093 0.584 2.429
N 0.008 0.328 3.215
O 2.122 1.047 2.895
H -0.054 -0.778 -3.714
H 0.864 -1.329 -2.357
H -0.866 -1.627 -2.379
H -1.079 1.022 -2.539
H 0.547 1.076 -1.928
H -1.883 -0.203 -0.649
H -1.105 1.284 -0.085
H 0.488 -1.302 -0.092
H -0.664 -0.948 1.174
H 1.795 0.597 0.584
H -0.886 0.038 2.855
H 0.064 0.503 4.207
*
```

The value obtained for the orbital gap is 10.21 eV. As for the SMILES: CCCCNC(N)=O.

***

Winner for stability: run three

***

Run one
Computed, not measured: C5H12N2O as an isolated structure, with the ωB97M-V functional and the def2-TZVPD basis.

```
! wB97M-V def2-TZVPD RIJCOSX def2/J DEFGRID3
* xyz 0 1
C -1.126 1.054 0.374
C -1.402 1.196 -1.091
C -1.167 -0.679 1.069
C -1.767 -1.599 0.312
H -1.949 1.374 1.006
H -0.199 1.511 0.699
H -1.497 -0.576 2.100
H -2.281 0.625 -1.389
H -1.600 2.250 -1.313
H -0.551 0.887 -1.690
H -2.512 -2.279 0.702
H -1.467 -1.743 -0.718
N 2.534 0.871 -0.945
C 1.679 -0.637 0.621
O 2.921 -1.211 0.789
N 1.506 0.246 -0.258
H 2.890 -1.829 1.524
H 2.242 1.043 -1.898
H 3.415 0.367 -0.885
H 0.330 -0.870 0.991
*
```

The value obtained for the orbital gap is 8.37 eV.

***

Run two
Computed, not measured: C5H12N2O as an isolated structure, with the ωB97M-V functional and the def2-TZVPD basis.

```
! wB97M-V def2-TZVPD RIJCOSX def2/J DEFGRID3
* xyz 0 1
C -0.689 -0.683 1.107
C -0.466 0.121 -0.171
C -1.294 -0.624 -1.184
C -0.886 1.655 0.103
C 1.937 0.758 -0.122
H -1.629 -0.413 1.661
H 0.139 -0.673 2.074
H -1.051 -1.958 0.715
H -2.366 -1.163 -0.832
H -0.435 -1.467 -1.011
H -1.895 -0.161 -2.235
H -2.087 1.779 0.165
H -0.424 2.397 -0.731
H -0.492 2.055 0.912
H 1.592 -1.327 0.997
H 1.865 1.864 -0.074
H 3.010 -0.747 -0.393
N 0.934 -0.197 -0.722
N 3.072 0.331 -0.175
O 1.165 -1.547 -0.084
*
```

The value obtained for the orbital gap is 10.29 eV.

***

Winner for stability: run one

***

Run one
Computed, not measured: a 4-piece molecular cluster, C3H12O4 overall, with the ωB97M-V functional and the def2-TZVPD basis.

```
! wB97M-V def2-TZVPD RIJCOSX def2/J DEFGRID3
* xyz 0 1
C 0.088 -2.348 0.514
C -0.500 -0.939 0.699
C 0.436 0.203 0.430
O 0.082 1.261 -0.025
H -0.461 -2.861 -0.275
H -0.077 -2.960 1.400
H 1.150 -2.362 0.276
H -1.381 -0.778 0.077
H -0.780 -0.781 1.745
H 1.449 0.016 0.858
O -1.262 1.922 -2.737
H -0.594 2.075 -2.055
H -0.826 2.160 -3.548
O 3.165 0.356 -1.752
H 2.456 0.020 -2.297
H 2.756 0.893 -1.060
O -2.069 1.084 2.813
H -2.161 1.247 1.865
H -1.471 1.792 3.073
*
```

The value obtained for the orbital gap is 10.98 eV. As for the SMILES: CCC=O.O.O.O.

***

Run two
Computed, not measured: a 3-piece molecular cluster, C3H12O4 overall, with the ωB97M-V functional and the def2-TZVPD basis.

```
! wB97M-V def2-TZVPD RIJCOSX def2/J DEFGRID3
* xyz 0 1
O 1.158 -1.932 1.901
C 0.964 -0.808 1.030
C 0.080 -1.225 -0.116
C -0.328 -0.025 -0.984
O -1.402 -0.334 -1.844
H 1.410 -1.585 2.763
H 1.933 -0.510 0.649
H 0.464 -0.019 1.576
H -0.839 -1.653 0.278
H 0.532 -1.967 -0.774
H 0.542 0.323 -1.553
H -0.637 0.799 -0.352
H -1.100 -0.940 -2.526
O 2.496 2.897 -0.250
H 2.893 2.231 0.320
H 2.389 3.677 0.312
O -3.675 0.113 0.126
H -4.047 0.933 -0.216
H -2.833 0.024 -0.339
*
```

The value obtained for the orbital gap is 10.96 eV. As for the SMILES: OCCCO.O.O.

***

Run three
Computed, not measured: a 5-piece molecular cluster, C3H12O4 overall, with the ωB97M-V functional and the def2-TZVPD basis.

```
! wB97M-V def2-TZVPD RIJCOSX def2/J DEFGRID3
* xyz 0 1
C 0.355 1.713 -1.237
O 1.329 0.800 -0.733
C -0.998 1.350 -0.528
C -2.032 1.072 -1.320
H 0.772 2.710 -0.943
H 0.168 1.652 -2.360
H -1.783 -1.277 -0.424
H -1.042 1.327 0.556
H -2.993 0.714 -1.021
H -1.915 1.440 -2.242
H 1.404 -0.925 -0.538
H 0.329 -1.818 0.013
O 1.224 -1.940 -0.349
H -0.209 -1.673 2.159
H -1.276 -1.882 0.857
O -0.829 -2.277 1.797
H 1.028 0.541 0.682
H 0.653 -0.401 2.399
O 0.890 0.265 1.706
*
```

The value obtained for the orbital gap is 4.36 eV.

***

Run four
Computed, not measured: a 4-piece molecular cluster, C3H12O4 overall, with the ωB97M-V functional and the def2-TZVPD basis.

```
! wB97M-V def2-TZVPD RIJCOSX def2/J DEFGRID3
* xyz 0 1
C -0.623 1.573 -1.662
C -1.273 1.918 -0.581
C -1.886 1.001 0.508
O -1.172 -0.198 0.642
H -0.284 2.271 -2.424
H -0.420 0.554 -2.027
H -1.665 2.936 -0.377
H -2.953 0.813 0.341
H -1.789 1.630 1.418
H -1.215 -0.876 -0.040
O 1.945 0.444 0.413
H 1.036 0.511 0.069
H 1.766 0.619 1.346
O 0.861 -1.579 -1.412
H 0.915 -2.541 -1.297
H 1.447 -1.305 -0.682
O 1.841 -2.496 2.291
H 1.569 -1.905 1.580
H 1.898 -3.371 1.894
*
```

The value obtained for the orbital gap is 10.52 eV. As for the SMILES: C=CCO.O.O.O.

***

Winner for stability: run one